[1]
83
Properties=species:S:1:pos:R:3 method="wB97M-V/def2-TZVPD" e_homo_ev=-8.9 homo_lumo_gap_ev=8.16 largest_force_ev_per_a=1.0 smiles="CCNc1cc2c(c(P(O)Cl)c1NCC)C(=O)c1ccccc1C2=O.O=C1OC[C@@H](F)O1.O=C1OC[C@@H](F)O1.O=C1OC[C@@H](F)O1.O=C1OC[C@@H](F)O1"
C -4.117 0.961 2.469
C -3.742 2.352 1.983
N -2.894 2.388 0.774
C -1.753 1.551 0.794
C -1.739 0.444 -0.046
C -0.634 -0.378 -0.064
C 0.506 -0.113 0.698
C 0.511 1.003 1.561
P 1.944 1.374 2.682
O 3.277 0.763 2.034
Cl 2.259 3.439 2.295
C -0.647 1.815 1.624
N -0.788 2.910 2.528
C -0.616 2.607 3.953
C -1.735 3.091 4.865
C 1.593 -1.121 0.481
O 2.734 -0.883 0.175
C 1.107 -2.537 0.503
C 1.744 -3.558 1.192
C 1.198 -4.837 1.122
C 0.068 -5.091 0.347
C -0.563 -4.067 -0.347
C -0.044 -2.783 -0.247
C -0.668 -1.613 -0.911
O -1.131 -1.637 -2.020
H -3.279 0.444 2.933
H -4.527 0.350 1.666
H -4.895 1.050 3.226
H -3.276 2.961 2.743
H -4.665 2.863 1.711
H -3.473 2.039 0.019
H -2.584 0.197 -0.672
H 3.348 0.893 1.076
H -0.282 3.728 2.232
H 0.317 3.005 4.357
H -0.533 1.527 4.075
H -1.431 2.868 5.889
H -2.669 2.559 4.721
H -1.874 4.169 4.821
H 2.625 -3.344 1.778
H 1.671 -5.628 1.684
H -0.281 -6.110 0.313
H -1.435 -4.274 -0.947
O 4.341 9.338 0.361
C 4.157 8.198 0.113
O 3.247 7.403 0.728
C 3.231 6.141 0.055
C 4.595 6.118 -0.593
F 4.586 5.451 -1.779
O 4.843 7.487 -0.835
H 2.432 6.135 -0.689
H 3.074 5.325 0.756
H 5.388 5.711 0.037
O -2.093 -6.009 3.211
C -2.243 -7.101 2.785
O -3.147 -8.000 3.245
C -3.113 -9.144 2.387
C -1.733 -9.040 1.782
F -1.699 -9.519 0.516
O -1.517 -7.639 1.754
H -3.891 -9.056 1.628
H -3.265 -10.058 2.954
H -0.944 -9.516 2.367
O -7.341 -2.055 -3.965
C -6.162 -2.002 -4.055
O -5.330 -1.561 -3.078
C -3.982 -1.783 -3.511
C -4.142 -1.838 -5.011
F -3.252 -2.680 -5.589
O -5.448 -2.369 -5.158
H -3.619 -2.730 -3.108
H -3.327 -0.984 -3.177
H -4.089 -0.869 -5.509
O 7.641 0.886 -4.721
C 7.036 1.898 -4.800
O 7.463 3.097 -4.327
C 6.524 4.095 -4.740
C 5.276 3.275 -4.966
F 4.507 3.782 -5.960
O 5.803 2.027 -5.375
H 6.873 4.564 -5.661
H 6.400 4.856 -3.974
H 4.660 3.134 -4.076

***

[2]
14
Properties=species:S:1:pos:R:3 method="wB97M-V/def2-TZVPD" e_homo_ev="-11.8 / -12.5" homo_lumo_gap_ev="7.23 / 8.61" largest_force_ev_per_a=5.6 relative_energy_kj_mol=489.66 charge=+1
C -2.572 -0.075 -0.257
C -0.111 -0.466 0.362
C 3.660 0.630 0.455
N -1.036 0.032 -0.706
Br 1.973 0.826 -0.277
Br 4.946 -0.576 -0.020
H -2.708 0.478 0.710
H -3.314 0.378 -1.038
H -2.827 -1.230 -0.171
H 0.055 -1.481 0.328
H -0.228 0.068 1.341
H 3.727 0.840 1.521
H -0.832 -0.454 -1.507
H -0.733 1.030 -0.740

***

[3]
17
Properties=species:S:1:pos:R:3 method="wB97M-V/def2-TZVPD" e_homo_ev=-12.9 homo_lumo_gap_ev=7.13 largest_force_ev_per_a=5.1 relative_energy_kj_mol=542.73 charge=+1
C 1.681 0.920 -0.005
C 1.337 -0.476 -0.044
C -0.062 -0.487 -0.012
C -1.859 1.228 0.089
N 0.514 1.619 0.007
N -0.550 0.759 0.107
N 2.304 -1.446 0.166
N -1.977 -1.856 0.093
H 2.584 1.525 -0.156
H -2.579 0.503 0.530
H -1.707 2.281 0.598
H -2.134 1.331 -1.030
H 0.339 2.569 -0.079
H 3.071 -1.537 -0.488
H 2.120 -2.431 0.508
H -1.361 -2.596 0.601
H -1.722 -1.905 -0.885

***

[4]
17
Properties=species:S:1:pos:R:3 method="wB97M-V/def2-TZVPD" e_homo_ev="-10.9 / -10.8" homo_lumo_gap_ev="11.47 / 7.63" largest_force_ev_per_a=3.7 spin_multiplicity=2 relative_energy_kj_mol=83.52
C 0.332 0.084 -0.200
O -0.108 -1.144 -0.192
C 0.250 0.646 1.245
C 1.042 1.953 1.520
H -0.355 0.777 -0.780
H 1.350 0.286 -0.628
H 0.569 -0.285 1.764
H -0.851 0.815 1.436
H 0.621 2.524 2.320
H 0.889 2.662 0.686
H 2.119 1.897 1.529
H -2.457 -0.257 -1.174
H -1.581 -1.086 -0.070
O -2.571 -0.870 -0.390
H 0.078 -2.428 -1.645
H 0.394 -2.523 -3.076
O 0.278 -3.052 -2.347

***

[5]
27
Properties=species:S:1:pos:R:3 method="wB97M-V/def2-TZVPD" e_homo_ev=-8.8 homo_lumo_gap_ev=9.44 largest_force_ev_per_a=5.0 relative_energy_kj_mol=67.44 smiles="O[C@@H]1C=CCC=C1I.C=C(C)C"
O -1.174 0.160 -1.918
C -1.212 1.277 -1.080
C 0.000 2.211 -0.960
C 0.162 3.037 0.033
C -0.698 2.990 1.285
C -1.536 1.715 1.313
C -1.706 0.978 0.280
I -2.729 -0.878 0.288
H -0.352 -0.376 -1.867
H -2.096 1.873 -1.660
H 0.485 2.148 -2.026
H 1.023 3.681 0.095
H -1.492 3.770 1.156
H 0.051 3.241 2.010
H -2.090 1.466 2.221
C 1.799 -1.011 -0.360
C 1.243 -2.162 -0.007
C 1.060 -2.450 1.433
C 0.619 -3.073 -1.026
H 2.301 -0.252 0.279
H 1.890 -0.685 -1.352
H 1.781 -1.999 2.127
H 1.293 -3.555 1.759
H 0.094 -2.103 1.657
H -0.528 -3.069 -1.006
H 0.854 -4.158 -0.648
H 0.958 -2.779 -2.025

***

[6]
85
Properties=species:S:1:pos:R:3 method="wB97M-V/def2-TZVPD" e_homo_ev=-3.2 homo_lumo_gap_ev=4.26 largest_force_ev_per_a=2.0 charge=-1
N -1.698 5.890 3.097
P -3.094 5.137 2.400
O -3.975 4.738 3.770
P -2.440 3.190 1.329
F -1.963 4.203 0.073
S -0.387 3.275 2.167
Cl -3.230 1.970 3.002
C -2.081 1.661 0.272
C -0.932 0.737 0.559
F -0.966 0.127 1.797
C -4.281 3.114 0.471
F -5.076 2.146 0.895
F -4.219 3.011 -0.863
F -4.989 4.229 0.698
H -1.279 6.507 2.406
H -1.932 6.388 3.945
H -3.639 5.262 4.506
H -0.318 2.456 3.226
H -2.975 1.052 0.235
H -1.933 2.011 -0.741
H -1.029 -0.106 -0.149
H 0.040 1.141 0.353
C -0.782 -3.868 -0.137
N -1.251 -2.725 -0.965
O -0.434 -2.177 -1.675
O -2.422 -2.428 -0.870
H 0.272 -4.026 -0.323
H -0.962 -3.613 0.904
H -1.360 -4.737 -0.432
C -5.634 0.427 -1.776
N -5.596 -0.522 -2.925
O -6.607 -1.154 -3.178
O -4.555 -0.605 -3.542
H -6.621 0.387 -1.333
H -4.875 0.113 -1.065
H -5.416 1.418 -2.157
C 2.550 0.057 3.297
N 2.458 1.240 2.404
O 2.174 1.039 1.240
O 2.667 2.330 2.899
H 2.335 -0.826 2.711
H 3.552 0.022 3.699
H 1.813 0.189 4.085
C 6.074 -2.026 0.570
N 5.341 -1.081 1.457
O 5.212 0.064 1.088
O 4.914 -1.529 2.508
H 6.385 -1.488 -0.318
H 6.929 -2.403 1.122
H 5.392 -2.827 0.317
C 0.007 -7.130 -3.580
N 0.323 -6.426 -2.309
O 1.022 -5.438 -2.372
O -0.157 -6.887 -1.291
H 0.493 -6.609 -4.395
H 0.377 -8.148 -3.493
H -1.072 -7.113 -3.697
C -3.832 -5.780 -5.802
N -2.677 -6.592 -6.280
O -1.995 -7.161 -5.442
O -2.488 -6.632 -7.473
H -3.873 -5.838 -4.721
H -3.671 -4.758 -6.131
H -4.729 -6.196 -6.250
C 1.726 8.396 0.948
N 0.654 7.446 1.334
O -0.501 7.698 1.030
O 1.022 6.451 1.915
H 1.296 9.236 0.415
H 2.222 8.722 1.858
H 2.391 7.808 0.326
C 3.183 4.345 0.289
N 3.440 5.353 -0.782
O 3.180 5.051 -1.924
O 3.892 6.435 -0.433
H 2.783 3.449 -0.170
H 4.131 4.146 0.780
H 2.467 4.778 0.984
C 3.870 -5.329 2.441
N 5.212 -4.908 1.958
O 5.452 -5.018 0.767
O 5.984 -4.477 2.785
H 3.295 -5.687 1.595
H 4.020 -6.116 3.174
H 3.402 -4.460 2.893